1.
Entry from the Open Molecules 2025 dataset: a 6-piece molecular cluster, C23H47INO21S5Si overall (ωB97M-V with the def2-TZVPD basis set).

Charge = +1
Frontier orbital gap = 9.253 eV
HOMO energy = -12.09 eV
LUMO level = -2.83 eV

```
99
C23H47INO21S5Si ωB97M-V with the def2-TZVPD basis set
C 0.6066 -0.4116 0.6341
C 0.3978 1.0401 0.2347
C -0.5167 1.2890 -0.9569
N -0.3006 0.3907 -2.1522
C 0.3827 1.1755 -3.2374
C 1.7799 1.5655 -2.7800
C 2.5119 2.4162 -3.7891
O 3.6608 2.1886 -4.1280
I 1.4861 4.1188 -4.5943
C 0.5042 0.3556 -4.5112
C -0.8857 0.0522 -5.0257
C -1.6178 -0.7772 -3.9924
C -1.6321 -0.1968 -2.5851
Si -2.2864 -1.6070 -1.4223
C -3.6297 -2.5390 -2.3677
C -3.1374 -0.8535 0.0928
C -0.9212 -2.8536 -1.0386
H 1.0147 -1.0147 -0.1670
H -0.2763 -0.8780 1.0445
H 1.3573 -0.4411 1.4096
H 1.3688 1.5059 0.1286
H -0.0762 1.5353 1.0705
H -1.5419 1.2560 -0.6320
H -0.3414 2.2985 -1.2913
H 0.3290 -0.3838 -1.9357
H -0.2049 2.0473 -3.4816
H 1.7559 2.1538 -1.8670
H 2.3568 0.6761 -2.5631
H 1.0249 0.9157 -5.2737
H 1.0142 -0.5730 -4.2682
H -1.4125 0.9664 -5.2753
H -0.8020 -0.5205 -5.9378
H -1.1465 -1.7578 -3.9731
H -2.6238 -0.9510 -4.3365
H -2.3611 0.6023 -2.5492
H -4.2016 -1.9123 -3.0379
H -3.2396 -3.4100 -2.8729
H -4.3182 -2.8809 -1.6065
H -3.3624 0.1874 -0.1122
H -4.0926 -1.3429 0.2154
H -2.6086 -0.9821 1.0225
H -0.0426 -2.6272 -1.6401
H -0.6388 -2.8623 0.0017
H -1.2362 -3.8292 -1.3728
C 4.9420 4.6015 -1.8938
C 6.4028 4.8378 -2.2135
O 6.8249 5.7794 -1.2157
S 6.0376 5.5181 0.1502
O 6.8370 4.7155 1.0039
O 5.4779 6.7373 0.5890
O 4.8845 4.5857 -0.4606
H 4.3146 5.4181 -2.2584
H 4.5812 3.6575 -2.2853
H 6.5575 5.2524 -3.2047
H 6.9923 3.9256 -2.1022
C -2.8054 -3.5030 5.1995
C -3.3458 -2.2104 4.6301
O -2.5221 -1.9737 3.4681
S -2.1058 -3.3667 2.8163
O -2.9952 -3.6426 1.7410
O -0.7001 -3.3762 2.6366
O -2.4964 -4.3013 4.0378
H -1.8851 -3.3439 5.7627
H -3.5278 -4.0222 5.8213
H -3.2687 -1.3749 5.3149
H -4.3815 -2.3186 4.3040
C 9.8785 4.5445 1.8516
C 10.5153 5.8720 2.1985
O 11.8571 5.5303 2.5736
S 12.3570 4.2740 1.7152
O 13.1127 4.7313 0.6092
O 12.8602 3.2984 2.6068
O 10.9181 3.8159 1.1796
H 9.5921 3.9931 2.7495
H 9.0178 4.6508 1.2028
H 10.0176 6.3754 3.0217
H 10.5560 6.5372 1.3331
C -7.0506 -0.0970 3.3739
C -8.0416 0.4298 4.3897
O -7.2512 0.6342 5.5702
S -5.7758 1.0862 5.1659
O -5.6712 2.4927 5.2317
O -4.8544 0.2433 5.8385
O -5.8515 0.6553 3.6213
H -6.8376 -1.1561 3.5343
H -7.3771 0.0585 2.3499
H -8.8426 -0.2721 4.6000
H -8.4639 1.3884 4.0835
C -4.1051 -5.8384 -0.3350
C -3.8580 -6.4476 -1.6989
O -4.4198 -7.7585 -1.6058
S -5.7028 -7.7328 -0.6407
O -6.8739 -7.6145 -1.4246
O -5.5492 -8.7482 0.3287
O -5.4077 -6.3045 0.0313
H -3.3843 -6.1989 0.4008
H -4.0933 -4.7541 -0.3465
H -2.8014 -6.5151 -1.9449
H -4.3844 -5.8998 -2.4856
```

2.
Entry from the Open Molecules 2025 dataset: a single C16H16BrNO2 molecule (ωB97M-V with the def2-TZVPD basis set).

Charge = 0
Frontier orbital gap = 9.116 eV
HOMO energy = -8.67 eV
LUMO level = 0.44 eV
ΔE to the lowest compared entry with this formula, charge and spin = 1.7 kcal/mol
SMILES = COc1cccc(C(=O)N[C@H](C)c2ccc(Br)cc2)c1

```
36
C16H16BrNO2 ωB97M-V with the def2-TZVPD basis set
C -3.4460 -2.6885 1.8205
O -4.0307 -2.3854 0.5779
C -3.3695 -1.5534 -0.2728
C -3.9887 -1.3302 -1.5052
C -3.3922 -0.5207 -2.4487
C -2.1757 0.0850 -2.1810
C -1.5661 -0.1091 -0.9496
C -0.2540 0.5582 -0.6988
O 0.5806 0.7123 -1.5665
N -0.0725 0.9664 0.5856
C 1.1102 1.7152 0.9997
C 1.0423 3.1500 0.4790
C 2.3414 0.9439 0.5699
C 2.4524 -0.3803 0.9845
C 3.5393 -1.1540 0.6289
C 4.5344 -0.5899 -0.1495
Br 6.0452 -1.6408 -0.6408
C 4.4515 0.7238 -0.5701
C 3.3540 1.4852 -0.2085
C -2.1585 -0.9324 0.0054
H -2.4702 -3.1701 1.7000
H -4.1304 -3.3821 2.3062
H -3.3378 -1.7948 2.4446
H -4.9318 -1.8168 -1.6966
H -3.8747 -0.3648 -3.4015
H -1.6874 0.7091 -2.9127
H -0.8728 0.9894 1.1962
H 1.0935 1.7335 2.0981
H 1.8850 3.7302 0.8444
H 0.1233 3.6199 0.8249
H 1.0427 3.1469 -0.6076
H 1.6707 -0.8168 1.5896
H 3.6137 -2.1816 0.9504
H 5.2328 1.1492 -1.1812
H 3.2971 2.5030 -0.5560
H -1.6509 -1.1094 0.9413
```

3.
Entry from the Open Molecules 2025 dataset: an isolated ion of composition C5H13N5 and charge +2 (ωB97M-V with the def2-TZVPD basis set).

Charge = +2
Frontier orbital gap (spin up / spin down) = 4.826 / 4.513 eV
⟨S²⟩ = 2.01
HOMO energy (spin up / spin down) = -12.43 / -17.25 eV
LUMO level (spin up / spin down) = -7.60 / -12.74 eV
ΔE to the lowest compared entry with this formula, charge and spin = 52.2 kcal/mol
Spin multiplicity = 3

```
23
C5H13N5 ωB97M-V with the def2-TZVPD basis set
C -1.4828 -0.5806 -0.0439
C 1.3864 -0.3252 -1.5167
C -0.0322 1.4513 -0.3601
C 0.9560 -0.8107 -0.1453
C -0.0033 2.3662 0.8259
N -0.3803 -1.4400 0.0901
N 1.0476 0.5504 -0.3921
N -1.2986 0.6568 -0.3828
N -2.6767 -1.0684 0.0049
N 1.9555 -1.3366 0.8081
H 2.4540 -0.4979 -1.5957
H 0.5731 -0.3920 -2.2177
H -0.0199 2.0945 -1.2724
H 0.0453 1.8065 1.7054
H -0.9328 2.7814 0.8280
H 0.7913 2.9785 0.6434
H -0.4189 -2.4357 -0.0818
H -2.1902 1.0724 -0.3771
H -2.7951 -2.0384 0.2089
H -3.4305 -0.3864 0.3175
H 2.0473 -2.4450 0.6337
H 1.6191 -1.1649 1.7774
H 2.7857 -0.8363 0.5420
```

4.
Entry from the Open Molecules 2025 dataset: C30H38ClN2O2Tc as an isolated structure (ωB97M-V with the def2-TZVPD basis set).

Charge = +1
Frontier orbital gap (spin up / spin down) = 7.111 / 7.435 eV
⟨S²⟩ = 0.79
HOMO energy (spin up / spin down) = -11.72 / -11.75 eV
LUMO level (spin up / spin down) = -4.60 / -4.31 eV
ΔE to the lowest compared entry with this formula, charge and spin = 23.7 kcal/mol
Spin multiplicity = 2

```
74
C30H38ClN2O2Tc ωB97M-V with the def2-TZVPD basis set
Tc -1.0128 -0.5022 1.2029
C 1.8054 3.0582 4.6713
C 1.8813 2.1693 3.4232
C 2.8155 2.7931 2.3942
C 0.4917 1.8953 2.8978
C -0.4454 1.2508 3.7246
C -1.7551 1.0439 3.3347
C -2.2215 1.4526 2.0648
C -3.6972 1.4852 1.7561
C -1.2441 1.9699 1.1895
C 0.0727 2.2314 1.6260
H 2.8026 3.2103 5.0824
H 1.1866 2.6217 5.4547
H 1.3911 4.0351 4.4170
H 2.2916 1.1976 3.7233
H 2.4687 3.7853 2.0973
H 2.9239 2.1809 1.4965
H 3.8070 2.9138 2.8285
H -0.1399 0.9090 4.7058
H -2.4554 0.6181 4.0417
H -4.1393 0.4895 1.7131
H -3.8885 1.9897 0.8112
H -4.2162 2.0401 2.5382
H -1.5438 2.3093 0.2045
H 0.7503 2.7172 0.9382
O -3.2490 -2.0390 0.4895
C -2.6330 -1.7580 1.4750
O -2.4592 -1.9437 4.9995
C -2.6947 -2.0336 3.8755
N -3.0782 -2.1768 2.7315
C -2.1025 -2.4087 -4.9314
C -2.2619 -1.5794 -3.6874
C -3.3920 -0.7985 -3.4849
C -3.5530 -0.0362 -2.3340
C -4.7774 0.8094 -2.1268
C -2.5380 -0.0530 -1.3877
C -1.4037 -0.8561 -1.5479
C -1.2711 -1.6025 -2.7157
N -0.4092 -0.8256 -0.5067
C 1.0516 -0.8687 -0.8992
C 1.3108 -0.0482 -2.1738
C 2.7891 -0.1559 -2.5653
C 3.1533 -1.6310 -2.7663
C 2.9542 -2.4021 -1.4576
C 3.8203 -1.7851 -0.3587
C 3.4131 -0.3230 -0.1713
C 3.6556 0.4501 -1.4645
C 1.9263 -0.2607 0.2082
C 1.4780 -2.3426 -1.0427
H -2.9471 -2.2763 -5.6041
H -2.0321 -3.4680 -4.6822
H -1.1945 -2.1357 -5.4706
H -4.1628 -0.7777 -4.2461
H -5.5550 0.5491 -2.8417
H -4.5514 1.8696 -2.2559
H -5.1843 0.6690 -1.1253
H -2.6674 0.5655 -0.5081
H -0.4196 -2.2440 -2.8795
H 1.0454 0.9968 -1.9762
H 0.6981 -0.3789 -3.0052
H 2.9371 0.3888 -3.4999
H 4.1928 -1.7151 -3.0911
H 2.5354 -2.0650 -3.5585
H 3.2280 -3.4493 -1.6014
H 4.8759 -1.8451 -0.6341
H 3.6956 -2.3381 0.5764
H 3.9889 0.1202 0.6445
H 4.7117 0.3970 -1.7390
H 3.4088 1.5092 -1.3322
H 1.6378 0.7799 0.3668
H 1.7911 -0.8037 1.1410
H 1.3331 -2.8350 -0.0766
H 0.8688 -2.8809 -1.7677
Cl 0.1073 -1.8284 2.6718
```

Number 1: maximum force 0.0613 hartree/bohr, DFT total energy -139245.6665 eV, molecular weight 988.9 g/mol. Number 2: maximum force 0.0097 hartree/bohr, DFT total energy -92479.6156 eV, molecular weight 334.2 g/mol. Number 3: maximum force 0.1128 hartree/bohr, DFT total energy -12821.8647 eV, molecular weight 143.2 g/mol. Number 4: maximum force 0.0112 hartree/bohr, DFT total energy -53518.2454 eV, molecular weight 592.1 g/mol.